1.
DFT (wB97M-V/def2-TZVPD) results for a structure of composition C4H11NO3S2.

Atoms and positions in Å:
C  -1.6177  -0.5233  -1.2245
C  -2.5614  -0.2498  0.8297
C  -0.0681  0.2827  0.3687
C  0.5899  1.3466  -0.4883
H  -2.6205  -0.5650  -1.6613
H  -1.0416  -0.1640  -2.1154
H  -1.2845  -1.4218  -0.9118
H  -2.9738  -1.6477  0.7794
H  -2.1211  0.1936  1.9671
H  -3.7693  0.3281  0.8142
H  0.4725  -0.7594  0.1541
H  0.0182  0.5881  1.4277
H  0.0869  2.2619  -0.1360
H  0.7891  1.2612  -1.7017
H  2.8716  -0.4399  2.0100
N  -1.5356  0.3278  -0.0114
O  2.4235  -0.8760  1.2443
O  2.4135  -1.0050  -1.2166
O  4.5635  -0.1085  -0.0511
S  2.2070  1.5229  -0.0175
S  3.1578  -0.3525  -0.0597

Energy above the lowest of the compared OMol25 structures with the same formula, charge and spin, eV: 5.469
Total charge: 0
Frontier orbital gap, eV: 9.27

=====

2.
DFT (wB97M-V/def2-TZVPD) results for a cluster of 4 separate species, C19H34N3O2 in total.

Atoms and positions in Å:
C  -2.3752  2.0194  1.2897
C  -3.8194  1.9995  2.1077
C  -4.4464  3.4859  2.3941
C  -5.4193  4.0741  1.2143
C  -6.4520  2.9864  0.5529
C  -7.7062  2.5697  1.5551
C  -7.3976  1.2118  2.4444
O  -7.8850  0.0081  2.0724
O  -6.5287  1.2226  3.6681
H  -1.5944  1.3779  1.9247
H  -1.9352  3.1030  1.1991
H  -2.4401  1.4517  0.2415
H  -4.5465  1.2382  1.5973
H  -3.5615  1.5340  3.1764
H  -3.5175  4.2239  2.5199
H  -4.9697  3.4686  3.4668
H  -6.1018  4.9096  1.7254
H  -4.8386  4.6493  0.3473
H  -6.9672  3.5336  -0.3741
H  -5.9088  2.0377  0.0775
H  -8.6028  2.2831  0.8302
H  -8.0841  3.4854  2.2095
C  0.8634  -0.4539  -0.3769
C  1.2120  0.5637  -1.4554
C  2.1730  1.6487  -0.9705
C  1.5811  2.4898  0.0781
N  1.1140  3.1489  0.9120
H  0.3388  0.0145  0.4618
H  0.2077  -1.2281  -0.7876
H  1.7645  -0.9411  0.0090
H  0.2885  1.0180  -1.8341
H  1.6758  0.0345  -2.2967
H  2.4483  2.2824  -1.8218
H  3.0988  1.1912  -0.6036
C  5.7511  -2.0107  -0.5686
C  6.6333  -0.9416  -1.2001
C  5.8408  0.1160  -1.9679
C  5.1432  -0.4461  -3.1318
N  4.5868  -0.8937  -4.0473
H  5.2069  -2.5813  -1.3278
H  6.3639  -2.7164  0.0008
H  5.0221  -1.5644  0.1153
H  7.3635  -1.4220  -1.8624
H  7.2022  -0.4449  -0.4046
H  6.5317  0.8958  -2.3095
H  5.1204  0.6014  -1.2997
C  1.5446  -3.9169  -1.7840
C  2.4027  -5.1140  -1.3957
C  2.5491  -5.2841  0.1161
C  3.2698  -4.1644  0.7360
N  3.8333  -3.2749  1.2250
H  1.9939  -2.9764  -1.4500
H  1.4394  -3.8663  -2.8722
H  0.5432  -3.9941  -1.3487
H  3.3901  -5.0162  -1.8628
H  1.9429  -6.0205  -1.8079
H  3.0961  -6.2132  0.3154
H  1.5610  -5.3930  0.5774

Total charge: -1
Frontier orbital gap, eV: 5.46

=====

3.
DFT (wB97M-V/def2-TZVPD) results for the molecule C7H8.

Atoms and positions in Å:
C  0.8199  -2.4119  -1.6572
C  0.8452  -1.6243  -0.7466
C  0.9238  -0.6174  0.3143
C  -0.4041  0.1433  0.5865
C  -1.2414  0.3796  -0.6768
C  -0.0767  1.4240  1.2310
C  0.2283  2.4903  1.7008
H  0.8072  -3.1050  -2.4690
H  1.6942  0.1125  0.0381
H  1.2612  -1.0884  1.2450
H  -1.0040  -0.4531  1.2857
H  -0.6608  0.9281  -1.4268
H  -1.5499  -0.5782  -1.1078
H  -2.1352  0.9638  -0.4350
H  0.4923  3.4367  2.1180

Energy above the lowest of the compared OMol25 structures with the same formula, charge and spin, eV: 3.752
SMILES: C#CC[C@H](C)C#C
Total charge: 0
Frontier orbital gap, eV: 10.89

=====

4.
DFT (wB97M-V/def2-TZVPD) results for the ion C3H9INS with charge +1.

Atoms and positions in Å:
C  1.4327  0.8054  0.1347
C  0.8623  -0.5268  -0.4832
C  -0.2256  -1.1688  0.3954
N  -1.3112  -0.2385  0.8138
S  -2.1112  0.5362  -0.4763
I  -1.9434  2.9210  -0.0185
H  1.7881  1.4174  -0.6985
H  2.2954  0.5263  0.7413
H  0.6577  1.3136  0.7136
H  0.5653  -0.3530  -1.5257
H  1.7017  -1.2291  -0.5217
H  0.2613  -1.4948  1.3243
H  -0.5978  -2.0895  -0.0784
H  -2.0187  -0.7964  1.2886
H  -1.3567  0.3771  -1.6092

Energy above the lowest of the compared OMol25 structures with the same formula, charge and spin, eV: 1.223
Total charge: +1
Frontier orbital gap, eV: 8.44

=====

5.
DFT (wB97M-V/def2-TZVPD) results for a structure of composition C15H24AuN6O6.

Atoms and positions in Å:
O  1.1319  -0.0900  -5.0251
H  0.7224  -0.5337  -5.7520
Au  -0.9444  0.3284  -2.2753
N  -0.2764  1.7613  -0.3679
N  1.5057  0.7122  -2.0151
N  -1.5993  -0.9543  -0.4100
N  0.1530  -1.8732  -1.9488
O  -0.8540  1.8307  0.7715
O  -2.0401  -0.4373  0.7308
O  1.3863  -2.3342  -2.1992
O  2.4864  -0.0847  -2.2062
C  1.8402  1.8840  -1.3894
C  0.8762  2.4369  -0.5042
C  -1.5702  -2.2723  -0.4394
C  -0.6036  -2.8018  -1.3595
C  1.1545  3.6115  0.3670
H  1.5341  3.2881  1.3442
H  0.2177  4.1540  0.5208
H  1.8780  4.2795  -0.1121
C  3.2152  2.4279  -1.5309
H  3.4293  2.5455  -2.6009
H  3.9554  1.7515  -1.0887
H  3.2864  3.4090  -1.0570
C  -2.3326  -3.1214  0.5227
C  -0.3484  -4.2629  -1.4663
H  -3.3002  -2.6572  0.7418
H  -1.7862  -3.2545  1.4677
H  -2.5082  -4.1109  0.0838
H  0.2274  -4.4728  -2.3729
H  -1.3200  -4.7647  -1.5345
H  0.1762  -4.6658  -0.5901
H  -1.6522  0.5414  0.6610
H  1.9275  -1.4464  -2.3365
C  -2.6221  1.2060  -1.9865
H  -2.7587  2.2505  -1.8835
H  -3.6247  0.8940  -2.0047
H  0.3859  0.3132  -4.4145
O  -3.8341  2.9800  1.1582
H  -4.2537  2.4629  0.5021
H  -2.8826  2.7935  0.9742
N  0.0378  -0.0032  6.7868
C  0.2802  -0.1033  5.6441
C  0.5917  -0.2271  4.2412
C  0.1770  -1.3471  3.5130
C  0.5464  -1.4305  2.1579
N  1.2420  -0.4849  1.5452
C  1.6401  0.5779  2.2303
C  1.3320  0.7636  3.5897
H  -0.4166  -2.1454  3.9598
H  0.2775  -2.3087  1.5616
H  2.2463  1.3163  1.6977
H  1.6675  1.6681  4.0983

Energy above the lowest of the compared OMol25 structures with the same formula, charge and spin, eV: 3.597
2S+1: 3
Total charge: +1
Frontier orbital gap (alpha / beta), eV: 5.99 / 3.99
<S²>: 2.14